[1]
ORCA calculation (wB97M-V/def2-TZVPD) on a structure of composition C29H47GeIrN2SSi4.

LUMO level (spin up / spin down) = -3.86 / -4.50 eV
orbital gap (spin up / spin down) = 7.1 / 6.5 eV
<S²> = 0.7594
HOMO (spin up / spin down) = -11.00 / -10.99 eV
ΔE to the lowest compared entry with this formula, charge and spin = 0.0000 eV

Geometry as ORCA input:
```
! wB97M-V def2-TZVPD RIJCOSX def2/J DEFGRID3
* xyz 1 2
Ir 0.66 0.80 -0.81
C 0.87 3.66 1.29
Si -0.43 2.56 2.10
C -2.14 3.13 1.57
C -0.28 2.69 3.96
Ge 0.01 0.25 1.53
Si 1.82 -0.63 2.90
C 1.08 -1.02 4.58
C 2.49 -2.18 2.09
C 3.19 0.61 3.23
Si -1.91 -1.15 2.04
C -2.43 -0.42 3.70
C -3.41 -1.06 0.93
C -1.40 -2.93 2.27
H 0.75 4.69 1.65
H 0.78 3.69 0.20
H 1.88 3.33 1.53
H -2.38 4.05 2.11
H -2.92 2.41 1.79
H -2.18 3.37 0.50
H -0.42 3.73 4.26
H 0.69 2.36 4.32
H -1.05 2.10 4.47
H 0.26 -1.74 4.56
H 0.72 -0.11 5.06
H 1.86 -1.44 5.21
H 1.70 -2.92 1.92
H 3.25 -2.64 2.72
H 2.94 -1.94 1.13
H 2.82 1.61 3.44
H 3.90 0.68 2.41
H 3.73 0.27 4.12
H -2.84 0.58 3.57
H -1.60 -0.36 4.41
H -3.21 -1.05 4.14
H -3.83 -0.05 0.88
H -4.19 -1.69 1.37
H -3.24 -1.43 -0.08
H -0.56 -3.03 2.96
H -1.12 -3.40 1.33
H -2.24 -3.50 2.69
C 0.70 -0.27 -3.94
Si 0.59 -1.06 -2.24
C 1.89 -2.37 -2.01
C -1.09 -1.88 -2.12
C -1.24 -3.04 -1.35
C -2.44 -3.74 -1.33
C -3.52 -3.29 -2.08
C -3.39 -2.15 -2.85
C -2.19 -1.46 -2.87
H 0.45 -1.04 -4.68
H 1.70 0.10 -4.17
H -0.02 0.55 -4.09
H 1.61 -3.24 -2.60
H 2.00 -2.68 -0.97
H 2.86 -2.02 -2.37
H -0.40 -3.41 -0.78
H -2.53 -4.64 -0.74
H -4.45 -3.84 -2.06
H -4.23 -1.80 -3.44
H -2.10 -0.58 -3.51
N -5.77 0.75 -1.38
C -4.76 1.25 -1.55
C -3.48 1.87 -1.77
C -3.36 3.08 -2.44
C -2.09 3.60 -2.63
C -1.00 2.91 -2.15
N -1.12 1.74 -1.50
C -2.34 1.23 -1.30
H -4.24 3.59 -2.81
H -1.94 4.54 -3.15
H 0.01 3.29 -2.28
H -2.39 0.30 -0.78
S 2.74 0.70 -0.18
C 3.84 0.39 -1.54
C 3.73 1.06 -2.75
C 4.63 0.80 -3.78
C 5.64 -0.13 -3.59
C 5.77 -0.78 -2.37
C 4.88 -0.52 -1.34
H 2.95 1.80 -2.89
H 4.54 1.32 -4.72
H 6.35 -0.33 -4.38
H 6.57 -1.48 -2.21
H 4.98 -1.03 -0.39
*
```

Mulliken population analysis, charges in e, atoms 1 to 2: 0.5363 -1.0231

[2]
ORCA calculation (wB97M-V/def2-TZVPD) on a structure of composition C29H47GeIrN2SSi4.

LUMO level (spin up / spin down) = -3.82 / -4.82 eV
orbital gap (spin up / spin down) = 7.0 / 6.2 eV
<S²> = 0.7687
HOMO (spin up / spin down) = -10.78 / -11.02 eV
ΔE to the lowest compared entry with this formula, charge and spin = 0.2740 eV

Geometry as ORCA input:
```
! wB97M-V def2-TZVPD RIJCOSX def2/J DEFGRID3
* xyz 1 2
Ir 1.33 -0.57 -0.81
C -3.24 0.59 -0.37
Si -2.09 1.35 0.88
C -2.23 0.50 2.54
C -2.55 3.17 1.00
Ge 0.27 1.43 0.33
Si 0.93 2.93 -1.47
C 0.82 4.65 -0.74
C 2.70 2.57 -1.99
C -0.23 2.87 -2.95
Si 1.49 2.28 2.27
C 0.56 3.80 2.84
C 1.59 1.13 3.74
C 3.22 2.77 1.73
H -4.24 0.61 0.07
H -3.03 -0.45 -0.61
H -3.30 1.17 -1.30
H -3.28 0.33 2.79
H -1.79 1.11 3.33
H -1.73 -0.47 2.54
H -3.57 3.26 1.38
H -2.52 3.64 0.01
H -1.89 3.73 1.66
H 1.57 4.82 0.04
H -0.17 4.84 -0.31
H 0.99 5.39 -1.53
H 3.40 2.86 -1.21
H 2.95 3.13 -2.89
H 2.87 1.51 -2.20
H -1.24 2.56 -2.67
H 0.14 2.21 -3.73
H -0.29 3.87 -3.37
H -0.38 3.53 3.32
H 0.34 4.50 2.02
H 1.16 4.34 3.58
H 0.66 0.60 3.94
H 1.81 1.75 4.61
H 2.39 0.40 3.64
H 3.21 3.64 1.08
H 3.74 1.96 1.21
H 3.80 3.02 2.62
C 0.89 -3.44 -2.47
Si 0.38 -2.77 -0.78
C 0.96 -4.03 0.46
C -1.49 -2.72 -0.64
C -2.05 -2.65 0.64
C -3.42 -2.73 0.84
C -4.26 -2.87 -0.25
C -3.73 -2.95 -1.53
C -2.36 -2.88 -1.72
H 0.52 -4.47 -2.52
H 1.97 -3.48 -2.57
H 0.48 -2.90 -3.32
H 0.55 -4.98 0.11
H 0.60 -3.86 1.47
H 2.05 -4.13 0.50
H -1.40 -2.56 1.51
H -3.83 -2.68 1.84
H -5.33 -2.94 -0.11
H -4.39 -3.07 -2.39
H -1.96 -2.98 -2.73
N -4.02 -0.10 -4.44
C -2.88 -0.15 -4.35
C -1.45 -0.21 -4.21
C -0.60 -0.22 -5.30
C 0.77 -0.28 -5.07
C 1.22 -0.34 -3.77
N 0.39 -0.35 -2.71
C -0.92 -0.27 -2.93
H -1.00 -0.18 -6.31
H 1.48 -0.28 -5.88
H 2.28 -0.41 -3.55
H -1.56 -0.26 -2.05
S 2.89 -0.89 0.63
C 2.53 -1.79 2.12
C 3.58 -2.46 2.75
C 3.35 -3.13 3.94
C 2.08 -3.15 4.50
C 1.04 -2.47 3.88
C 1.26 -1.80 2.69
H 4.57 -2.44 2.31
H 4.17 -3.65 4.42
H 1.91 -3.67 5.43
H 0.05 -2.47 4.32
H 0.46 -1.26 2.20
*
```

Mulliken population analysis, charges in e, atoms 1 to 2: 0.0034 -0.2152

[3]
ORCA calculation (wB97M-V/def2-TZVPD) on a structure of composition C29H47N3O7SeSi4TeTi at a distorted geometry.

LUMO level = -1.08 eV
orbital gap = 6.0 eV
HOMO = -7.12 eV
ΔE to the lowest compared entry with this formula, charge and spin = 0.5979 eV

Geometry as ORCA input:
```
! wB97M-V def2-TZVPD RIJCOSX def2/J DEFGRID3
* xyz 0 1
Ti 1.31 -1.59 -0.55
C -0.58 -2.45 2.91
C 0.18 -2.90 1.71
O 1.19 -2.21 1.42
C -0.10 -4.14 1.00
C -0.85 -5.15 1.61
C -0.96 -6.39 1.03
C -0.30 -6.65 -0.18
C 0.43 -5.67 -0.81
C 0.51 -4.39 -0.25
O 1.14 -3.43 -0.92
H -0.62 -1.36 2.86
H -0.02 -2.73 3.80
H -1.58 -2.87 2.97
H -1.33 -4.96 2.56
H -1.54 -7.17 1.51
H -0.39 -7.62 -0.63
H 0.91 -5.84 -1.76
C 3.91 -0.66 2.39
C 4.23 -1.05 1.00
N 3.39 -1.01 -0.03
C 4.10 -1.42 -1.13
C 5.38 -1.71 -0.79
N 5.44 -1.46 0.57
C 6.59 -2.22 -1.48
O 6.49 -2.45 -2.77
O 7.60 -2.41 -0.84
C 3.38 -1.51 -2.43
O 3.94 -1.88 -3.45
O 2.13 -1.18 -2.30
H 2.83 -0.62 2.51
H 4.31 0.33 2.60
H 4.34 -1.37 3.10
H 6.28 -1.58 1.11
H 5.57 -2.25 -3.12
C 1.46 4.61 -0.49
Si 0.32 4.51 1.00
C -0.68 6.09 1.13
C 1.33 4.28 2.57
Si -1.13 2.68 0.71
Te 0.63 0.88 0.64
Si -2.55 3.08 -1.13
C -1.56 3.74 -2.59
C -3.79 4.40 -0.62
C -3.50 1.54 -1.62
Si -2.33 2.00 2.61
C -1.15 1.75 4.06
C -3.62 3.27 3.12
C -3.18 0.38 2.20
H 2.30 5.27 -0.27
H 0.93 5.01 -1.36
H 1.84 3.62 -0.76
H -0.02 6.94 1.37
H -1.44 6.04 1.92
H -1.19 6.32 0.19
H 2.12 5.03 2.61
H 1.78 3.29 2.60
H 0.70 4.40 3.46
H -1.32 4.79 -2.45
H -2.15 3.65 -3.51
H -0.63 3.18 -2.71
H -3.30 5.34 -0.34
H -4.41 4.08 0.22
H -4.46 4.61 -1.46
H -2.86 0.66 -1.65
H -3.95 1.68 -2.61
H -4.31 1.35 -0.92
H -0.98 2.69 4.59
H -0.18 1.38 3.72
H -1.57 1.04 4.77
H -3.16 4.23 3.36
H -4.16 2.93 4.00
H -4.35 3.45 2.33
H -2.54 -0.26 1.59
H -4.10 0.55 1.64
H -3.44 -0.16 3.12
Se -1.14 -1.39 -0.93
C -1.62 -3.00 -1.87
C -1.02 -3.41 -3.05
C -1.44 -4.59 -3.64
N -2.39 -5.37 -3.15
C -2.98 -4.97 -2.02
C -2.63 -3.80 -1.35
H -0.22 -2.83 -3.50
H -0.97 -4.92 -4.57
H -3.76 -5.61 -1.63
H -3.15 -3.53 -0.44
C 1.66 2.04 -3.89
O 1.07 1.58 -2.69
H 0.93 2.55 -4.54
H 2.13 1.23 -4.46
H 2.42 2.76 -3.61
H 0.41 0.90 -2.88
*
```

Mulliken population analysis, charges in e, atoms 1 to 2: 0.0950 -1.0056

[4]
ORCA calculation (wB97M-V/def2-TZVPD) on a cluster of 7 separate species, C29H47NO16 in total at a distorted geometry.

LUMO level = 0.22 eV
orbital gap = 9.5 eV
HOMO = -9.26 eV
SMILES = CCOCCONC(=O)O.O=C1CCCO1.O=C1CCCO1.O=C1CCCO1.O=C1CCCO1.O=C1CCCO1.O=C1CCCO1

Geometry as ORCA input:
```
! wB97M-V def2-TZVPD RIJCOSX def2/J DEFGRID3
* xyz 0 1
C 4.20 0.75 -3.76
C 3.51 -0.50 -4.56
O 2.04 -0.52 -4.54
C 1.50 -0.63 -3.17
C -0.07 -1.19 -3.30
O -1.08 -0.11 -3.20
N -1.90 -0.23 -4.27
C -3.17 0.54 -3.98
O -4.37 0.03 -4.36
O -3.12 1.87 -3.29
H 5.18 1.08 -4.35
H 4.58 0.46 -2.67
H 3.52 1.71 -3.69
H 4.03 -1.49 -4.20
H 3.82 -0.37 -5.71
H 2.06 -1.39 -2.48
H 1.43 0.46 -2.70
H -0.28 -1.99 -2.44
H -0.25 -1.73 -4.33
H -1.41 0.16 -5.12
H -2.53 2.48 -3.87
O 0.69 -0.68 0.32
C -0.13 -1.44 0.80
C -1.62 -1.35 0.61
C -2.13 -2.26 1.70
C -1.01 -3.25 1.86
O 0.18 -2.53 1.56
H -1.88 -1.73 -0.38
H -1.97 -0.33 0.74
H -3.09 -2.72 1.47
H -2.24 -1.68 2.63
H -1.10 -4.09 1.15
H -0.95 -3.65 2.87
O 6.58 2.31 -3.22
C 6.20 3.09 -2.37
C 6.80 3.24 -1.00
C 5.74 4.02 -0.27
C 5.10 4.82 -1.38
O 5.20 3.99 -2.54
H 7.74 3.80 -1.08
H 6.97 2.26 -0.54
H 6.13 4.64 0.54
H 5.00 3.33 0.16
H 5.63 5.76 -1.57
H 4.05 5.04 -1.17
O -2.02 -6.87 1.15
C -1.19 -7.28 0.36
C 0.25 -6.88 0.32
C 0.68 -7.37 -1.04
C -0.23 -8.55 -1.26
O -1.44 -8.23 -0.59
H 0.79 -7.38 1.12
H 0.35 -5.79 0.40
H 1.74 -7.62 -1.10
H 0.47 -6.60 -1.79
H 0.18 -9.47 -0.83
H -0.43 -8.72 -2.33
O -0.81 -6.52 4.00
C -1.63 -7.29 4.49
C -3.12 -7.20 4.30
C -3.63 -8.10 5.39
C -2.51 -9.10 5.55
O -1.32 -8.38 5.25
H -3.38 -7.58 3.31
H -3.47 -6.17 4.43
H -4.59 -8.57 5.16
H -3.74 -7.53 6.32
H -2.60 -9.94 4.84
H -2.45 -9.50 6.56
O 3.10 5.36 0.50
C 1.96 5.62 0.14
C 0.99 6.49 0.88
C -0.32 6.15 0.21
C 0.11 5.77 -1.18
O 1.41 5.19 -1.03
H 1.26 7.54 0.73
H 0.97 6.24 1.95
H -1.05 6.96 0.24
H -0.77 5.28 0.71
H 0.19 6.64 -1.84
H -0.57 5.04 -1.63
O -1.40 7.20 2.65
C -2.54 7.46 2.29
C -3.51 8.33 3.03
C -4.82 7.99 2.36
C -4.39 7.61 0.97
O -3.09 7.03 1.11
H -3.24 9.38 2.87
H -3.53 8.09 4.09
H -5.55 8.80 2.38
H -5.27 7.12 2.86
H -4.31 8.48 0.31
H -5.07 6.89 0.51
*
```

Mulliken population analysis, charges in e, atoms 1 to 2: -0.7106 -0.4194

[5]
ORCA calculation (wB97M-V/def2-TZVPD) on a structure of composition C29H48BrNOP2Sn at a distorted geometry.

LUMO level (spin up / spin down) = -14.67 / -14.63 eV
orbital gap (spin up / spin down) = 4.4 / 4.0 eV
HOMO (spin up / spin down) = -19.10 / -18.66 eV
ΔE to the lowest compared entry with this formula, charge and spin = 0.0000 eV

Geometry as ORCA input:
```
! wB97M-V def2-TZVPD RIJCOSX def2/J DEFGRID3
* xyz 4 1
N 9.07 -0.55 5.19
C 8.72 -1.76 4.76
C 7.46 -2.03 4.22
C 6.54 -0.97 4.06
C 6.93 0.31 4.53
C 8.20 0.45 5.10
C 5.25 -1.18 3.38
Sn -0.73 -0.53 -0.80
P -2.17 1.51 -5.52
C 4.60 -0.18 2.73
C 3.39 -0.37 2.00
C 3.02 0.62 1.07
C 1.90 0.43 0.27
C 1.13 -0.73 0.47
C 1.47 -1.74 1.37
C 2.62 -1.55 2.15
Br -3.17 -1.47 -1.58
H 4.89 -2.21 3.37
H 5.06 0.81 2.66
H 7.23 -3.04 3.90
H 6.27 1.17 4.47
H 9.46 -2.55 4.84
H 8.52 1.42 5.48
H 3.64 1.52 0.98
H 2.94 -2.29 2.88
H 1.64 1.18 -0.48
H 0.89 -2.66 1.49
P -1.79 1.08 0.95
C -0.88 0.22 -5.64
C -0.15 0.25 -6.99
H -1.39 -0.75 -5.50
H -0.19 0.40 -4.81
H 0.36 -0.70 -7.16
H -0.84 0.41 -7.83
H 0.60 1.05 -7.02
C -1.33 2.93 -4.70
C -1.92 4.28 -5.11
H -0.27 2.87 -4.99
H -1.43 2.76 -3.62
H -1.22 5.08 -4.84
H -2.10 4.34 -6.19
H -2.87 4.49 -4.60
C -3.38 0.91 -4.29
C -4.60 0.28 -4.98
H -3.69 1.78 -3.69
H -2.87 0.18 -3.65
H -5.42 0.18 -4.27
H -4.95 0.90 -5.82
H -4.37 -0.71 -5.37
C -3.59 0.98 1.24
C -4.09 1.32 2.65
H -3.90 -0.03 0.94
H -4.05 1.67 0.51
H -3.80 0.56 3.38
H -3.74 2.30 2.99
H -5.19 1.35 2.62
C -1.52 2.64 0.03
C -0.43 3.59 0.54
H -2.50 3.15 0.04
H -1.32 2.34 -1.01
H -0.80 4.18 1.39
H 0.49 3.08 0.84
H -0.17 4.30 -0.26
C -0.94 1.24 2.55
C -0.93 -0.03 3.41
H -1.45 2.06 3.08
H 0.10 1.56 2.37
H -0.02 -0.04 4.02
H -1.79 -0.05 4.09
H -0.94 -0.95 2.81
C -2.48 -4.74 -0.03
C -3.00 -4.33 1.36
C -2.52 -2.89 1.52
O -1.41 -2.68 0.62
C -1.23 -3.89 -0.15
H -2.27 -5.81 -0.12
H -3.20 -4.46 -0.80
H -2.51 -4.94 2.13
H -4.07 -4.45 1.49
H -3.32 -2.18 1.27
H -2.18 -2.65 2.54
H -0.35 -4.44 0.25
H -1.00 -3.60 -1.19
*
```

Mulliken population analysis, charges in e, atoms 1 to 2: -0.2985 -0.3559